Below is 3 unconnected molecules or ions with the total composition C29H50N2O8, with properties calculated with ωB97M-V/def2-TZVPD.

Each line ends with the Löwdin charge.
Element x y z (Å)
C (-3.35938, -0.57085, 1.47580)  -0.07
H (-3.83358, -1.52302, 1.74118)  0.07
H (4.64441, -0.41266, -4.00391)  0.08
O (-4.25742, -0.70399, -3.54326)  0.00
C (-2.97758, -0.49023, -0.04890)  -0.35
H (-0.30178, -1.26680, 5.49186)  0.12
H (-2.48622, -0.43921, 2.12564)  0.05
H (-0.54626, 2.24640, 2.71882)  0.09
H (3.77990, -0.22908, 0.92570)  0.12
O (5.29787, -2.22952, -3.22697)  -0.20
H (-4.05133, 0.23206, 1.76209)  0.08
H (-2.62819, -3.18420, -2.26846)  0.13
C (-4.29737, -1.86704, -2.66957)  -0.08
H (-1.94954, 4.47372, -1.13876)  0.11
H (-3.79318, 0.07221, -0.51914)  0.12
C (-6.63935, 0.12515, -2.96702)  -0.34
H (1.11473, -2.14117, 4.93944)  0.12
H (3.54039, 1.00787, 6.85200)  0.12
C (3.52997, 1.09907, 5.76238)  -0.22
O (-7.16628, 1.37855, -3.25897)  0.12
C (-2.11479, 3.79477, -1.96896)  -0.08
C (-2.87230, -2.12952, -2.07370)  -0.30
H (3.84463, -0.52437, -1.97987)  0.07
C (2.80874, -0.06945, 5.12007)  -0.21
N (4.30798, -0.43297, -1.08500)  -0.05
H (-2.85707, 1.37592, -4.88281)  0.13
C (-1.17059, 3.57760, -2.95396)  -0.09
H (6.19520, -1.02076, -4.65629)  0.09
H (-1.40474, 0.80773, 0.83502)  0.06
H (3.01739, 3.23017, 7.20966)  0.09
O (-0.59204, 0.31778, 3.36952)  -0.20
C (0.07339, 1.56806, 3.30779)  -0.09
H (5.85821, -1.37202, -0.04215)  0.12
H (-3.71303, -2.49574, -0.15453)  0.11
C (-6.20203, 2.24638, -2.69846)  -0.34
N (1.46113, -0.21153, 5.66031)  -0.05
H (6.82593, -2.52872, -1.91993)  0.12
H (1.00553, 0.69176, 5.64375)  0.07
C (-5.13111, 0.24310, -3.20930)  -0.14
O (-6.43165, 3.27637, -2.13870)  0.18
H (3.37060, -0.98839, 5.31067)  0.12
H (-0.77377, -1.57506, -2.52139)  0.06
O (2.95491, 2.33092, 5.33960)  -0.20
H (-1.85556, -1.48394, -3.91370)  0.09
O (-7.26248, -0.80837, -2.54572)  0.17
C (-3.58948, 2.24393, -3.05901)  -0.17
C (-3.31283, 3.12780, -2.02936)  -0.04
H (-1.73057, 1.06275, -0.88804)  0.05
H (2.68956, -2.42303, 0.23438)  0.12
C (-2.65794, 2.05068, -4.05684)  -0.03
H (-1.92622, -0.25674, -2.64483)  0.06
H (2.00355, 4.00851, 5.98265)  0.09
C (2.24399, -1.44063, 0.03620)  -0.22
H (1.13394, -0.70321, 2.84245)  0.09
C (-2.84204, -1.94582, -0.54105)  -0.16
C (3.28596, -0.32823, -0.04707)  -0.20
H (1.05296, 1.49156, 2.82902)  0.09
H (2.79143, 0.10647, 4.03576)  0.10
C (0.62784, -1.16062, 4.92660)  -0.19
H (-0.81254, -0.35048, -0.43563)  0.06
C (5.21702, -1.56025, -0.90803)  -0.21
H (1.44131, 2.51565, 6.75629)  0.08
C (-1.62737, 0.30106, -0.10386)  -0.04
H (1.60654, -1.22319, 0.89567)  0.09
C (-1.80275, -1.32600, -2.83076)  -0.05
C (2.32278, 3.04797, 6.38428)  -0.12
H (-4.49474, -2.71994, -3.32641)  0.13
H (6.62169, -0.83950, -2.39231)  0.12
C (-1.46031, 2.72280, -3.98587)  -0.08
H (2.38301, -1.64525, -2.87727)  0.08
H (-0.69507, 2.56708, -4.74098)  0.11
O (1.37304, -1.50035, -1.07747)  -0.20
C (1.84306, -2.27596, -2.16636)  -0.09
H (4.66893, -1.79728, -5.11112)  0.09
H (-0.31335, -1.65229, 3.08484)  0.12
H (0.97850, -2.68568, -2.68895)  0.08
H (4.66915, -2.49594, -0.73515)  0.11
H (-5.05861, -1.79004, -1.89260)  0.12
H (-1.93492, -2.38633, -0.11130)  0.13
H (-0.21602, 4.08789, -2.88140)  0.11
H (4.56907, 1.09792, 5.41941)  0.12
C (5.20234, -1.30792, -4.29752)  -0.12
C (0.25640, -0.80891, 3.48865)  -0.23
C (-4.89090, 1.54871, -3.00492)  0.00
H (-4.06517, 3.28847, -1.26347)  0.12
H (2.75316, 0.61044, -0.22357)  0.12
H (0.17567, 2.00499, 4.30423)  0.07
H (2.47409, -3.10703, -1.84282)  0.09
C (6.08247, -1.75594, -2.13714)  -0.22

Force components x, y, z for each atom (eV/Å):
C -0.17 0.15 -0.04
H -0.04 0.17 -0.09
H 0.09 0.09 -0.06
O -0.92 0.10 0.76
C 0.75 -0.27 2.20
H -0.03 -0.05 -0.07
H -0.10 -0.19 -0.22
H -0.02 -0.06 -0.03
H 0.02 -0.07 -0.01
O 0.01 0.28 -0.12
H 0.07 -0.11 -0.12
H -0.31 0.09 0.08
C 1.41 -1.02 -0.34
H 0.19 -0.04 -0.14
H 0.21 -0.27 -0.40
C 0.35 -1.62 -0.35
H 0.05 0.03 -0.05
H -0.15 0.03 0.00
C 0.27 -0.09 -0.39
O -0.69 0.08 1.77
C -0.02 0.27 0.38
C 0.35 0.01 -0.05
H 0.03 0.02 -0.02
C -0.27 0.19 0.12
N 0.05 -0.14 0.16
H -0.02 0.03 0.11
C 0.31 0.59 0.64
H -0.03 0.08 -0.01
H 0.06 -0.17 -0.07
H -0.06 -0.02 0.06
O 0.29 0.08 -0.02
C -0.32 0.06 0.02
H -0.03 0.01 0.02
H 0.29 -0.09 0.02
C 1.03 0.07 -0.76
N 0.14 -0.11 -0.16
H 0.03 0.03 0.00
H 0.02 0.01 0.04
C -0.86 1.22 0.18
O -0.13 -1.03 -0.77
H -0.03 -0.02 -0.01
H -0.56 -0.07 0.12
O -0.13 0.02 0.28
H -0.12 -0.01 0.16
O 0.22 0.96 -0.73
C -0.90 -0.09 0.58
C -0.47 0.20 0.49
H 0.30 0.06 0.20
H 0.07 0.00 -0.16
C -0.17 -0.46 -0.42
H 0.02 -0.12 -0.17
H 0.02 -0.03 -0.06
C -0.08 0.11 0.32
H 0.07 0.17 0.10
C -0.66 0.59 -0.76
C -0.03 0.20 -0.23
H 0.04 -0.04 0.07
H 0.21 -0.03 -0.03
C -0.14 0.16 0.23
H 0.03 0.12 0.39
C -0.19 0.16 -0.25
H 0.03 0.02 0.14
C -0.86 0.13 -1.35
H -0.05 0.02 -0.03
C 0.33 0.22 0.13
C 0.04 0.01 -0.16
H -0.43 0.22 0.13
H -0.13 0.06 -0.04
C 0.96 -0.19 -0.74
H 0.15 -0.17 -0.06
H -0.20 -0.06 -0.05
O 0.10 -0.23 -0.03
C -0.16 0.19 -0.12
H 0.00 -0.05 0.05
H -0.02 0.02 0.00
H -0.01 -0.02 0.06
H 0.17 -0.11 0.06
H 0.00 0.17 -0.22
H -0.10 0.06 -0.06
H -0.04 -0.09 -0.20
H 0.01 -0.01 0.04
C -0.05 -0.16 0.04
C -0.20 -0.37 -0.03
C 0.67 0.43 -0.24
H 0.12 0.00 -0.06
H -0.06 -0.03 0.07
H 0.19 0.06 -0.03
H 0.08 0.07 0.02
C 0.06 -0.41 0.24

SMILES ... CC(C)C[C@H](C)COC1=C(c2ccccc2)C(=O)OC1=O.COCCNCCOC.COCCNCCOC
E_HOMO ... -8.847 eV
LUMO ... -0.2 eV
Multiplicity ... 1
DFT total energy ... -50240.3876 eV